A cluster of 2 separate species, C25H20F3NO5PS in total in a non-equilibrium geometry. Source: OMol25; level of theory: ωB97M-V/def2-TZVPD.

```
56
Properties=species:S:1:pos:R:3
C -4.13 1.62 -0.03
C -2.69 1.93 0.28
O -1.77 0.81 0.14
C -0.52 1.33 -0.05
C 0.65 0.49 -0.24
P 2.03 1.57 -0.57
C 2.44 2.63 0.88
C 2.10 2.21 2.16
C 2.58 2.93 3.26
C 3.33 4.09 3.09
C 3.57 4.55 1.79
C 3.11 3.84 0.68
C 3.71 0.92 -0.93
C 4.21 -0.17 -0.22
C 5.51 -0.64 -0.50
C 6.31 -0.02 -1.46
C 5.82 1.12 -2.12
C 4.53 1.58 -1.87
O 1.84 2.40 -1.81
O -0.36 2.57 -0.14
H -4.67 2.35 0.59
H -4.39 1.85 -1.07
H -4.45 0.61 0.23
H -2.40 2.70 -0.44
H -2.61 2.29 1.33
H 0.67 -0.50 0.15
H 1.48 1.33 2.29
H 2.35 2.55 4.25
H 3.72 4.63 3.96
H 4.14 5.46 1.63
H 3.28 4.23 -0.33
H 3.56 -0.65 0.52
H 5.87 -1.51 0.06
H 7.31 -0.41 -1.70
H 6.43 1.66 -2.84
H 4.15 2.44 -2.43
F -0.68 -6.42 -4.01
C -1.66 -6.11 -3.11
F -2.85 -6.11 -3.74
F -1.71 -7.08 -2.17
S -1.20 -4.41 -2.34
N -2.45 -3.96 -1.15
C -2.10 -3.64 0.20
O -1.09 -3.99 0.79
C -3.21 -2.78 0.71
C -4.19 -2.70 -0.26
C -5.31 -1.89 -0.11
C -5.40 -1.10 1.05
C -4.39 -1.14 2.02
C -3.32 -2.04 1.90
C -3.68 -3.34 -1.51
O -4.17 -3.27 -2.63
H -6.07 -1.87 -0.90
H -6.21 -0.35 1.16
H -4.43 -0.43 2.85
H -2.58 -2.16 2.69
```

As for the HOMO-LUMO gap: 0.18629 hartree. The total charge is -1. As for the molar mass: 534.47 u.

---

A structure of composition C3H3LiO2Tb in a non-equilibrium geometry. Source: OMol25; level of theory: ωB97M-V/def2-TZVPD.

```
10
Properties=species:S:1:pos:R:3
O -2.18 -0.24 -0.71
Li -3.42 -1.56 -0.97
C 0.84 1.43 0.65
C 0.31 0.16 0.83
O 2.03 0.98 0.05
C 1.57 -0.39 0.20
H -0.36 -0.23 1.59
H 1.46 -0.87 -0.79
H 2.24 -0.97 0.83
Tb -2.48 1.68 -1.68
```

As for the HOMO-LUMO gap (alpha / beta): 0.19784 / 0.21265 hartree. The total charge is +2. As for the molar mass: 236.92 u. Its spin multiplicity is 8.

---

A structure of composition C13H28N4O4Sn. Source: OMol25; level of theory: ωB97M-V/def2-TZVPD.

```
50
Properties=species:S:1:pos:R:3
Sn -0.12 -0.14 -0.51
C -2.76 1.33 4.07
N -1.77 0.52 3.32
C -1.00 -0.47 4.11
C -1.59 0.69 2.06
O -0.71 0.01 1.38
C -2.41 1.74 1.32
O -2.16 1.56 -0.08
C -3.23 1.90 -0.95
C -3.12 0.93 -2.11
O -2.21 0.16 -2.19
N -4.14 0.96 -3.17
C -4.08 0.00 -4.23
C -5.18 1.96 -3.16
H -3.77 1.12 3.74
H -2.68 1.06 5.12
H -2.54 2.40 3.97
H -1.71 -1.09 4.65
H -0.38 -1.07 3.47
H -0.39 0.07 4.84
H -3.47 1.62 1.55
H -2.09 2.73 1.63
H -4.20 1.83 -0.47
H -3.11 2.93 -1.33
H -3.22 -0.66 -4.15
H -5.02 -0.58 -4.22
H -4.09 0.54 -5.19
H -4.73 2.96 -3.27
H -5.86 1.78 -3.99
H -5.73 1.93 -2.21
C 5.21 -3.05 0.19
N 3.90 -2.37 0.34
C 2.91 -3.21 1.03
C 3.51 -1.23 -0.20
O 2.32 -0.86 -0.30
N 4.52 -0.37 -0.74
C 5.81 -0.10 -0.13
C 4.15 0.47 -1.86
H 5.00 -4.11 0.06
H 5.79 -2.94 1.11
H 5.76 -2.70 -0.67
H 3.37 -3.62 1.92
H 2.63 -4.05 0.38
H 2.03 -2.64 1.29
H 5.88 -0.50 0.87
H 5.94 0.98 -0.13
H 6.61 -0.50 -0.77
H 3.55 -0.09 -2.57
H 5.05 0.86 -2.33
H 3.56 1.32 -1.48
```

As for the HOMO-LUMO gap (alpha / beta): 0.25039 / 0.22364 hartree. The total charge is +4. As for the molar mass: 423.10 u.

---

A structure of composition C30H37As2FeN2S7 in a non-equilibrium geometry. Source: OMol25; level of theory: ωB97M-V/def2-TZVPD.

```
79
Properties=species:S:1:pos:R:3
Fe 0.48 0.02 -0.44
C -0.31 0.41 2.54
N 0.19 1.20 1.41
C 1.60 1.57 1.74
C 2.47 2.04 0.58
N 2.62 0.95 -0.41
C 3.83 0.18 -0.08
C 2.84 1.37 -1.79
C 3.61 2.48 -2.11
C 3.90 2.77 -3.43
C 3.44 1.93 -4.44
C 2.68 0.82 -4.13
C 2.37 0.51 -2.80
S 1.45 -0.91 -2.38
C -0.63 2.39 1.20
C -1.39 2.95 2.24
C -2.17 4.07 2.03
C -2.18 4.68 0.78
C -1.44 4.15 -0.25
C -0.66 2.99 -0.07
S 0.24 2.33 -1.39
H -0.11 0.89 3.51
H -1.38 0.25 2.44
H 0.19 -0.56 2.56
H 1.60 2.36 2.51
H 2.06 0.68 2.17
H 2.01 2.90 0.10
H 3.44 2.35 0.98
H 3.83 -0.10 0.97
H 4.73 0.77 -0.28
H 3.85 -0.72 -0.71
H 3.98 3.13 -1.32
H 4.49 3.65 -3.67
H 3.67 2.16 -5.47
H 2.29 0.18 -4.91
H -1.39 2.51 3.23
H -2.76 4.47 2.84
H -2.78 5.57 0.61
H -1.44 4.60 -1.23
C -1.76 -3.29 -0.98
As -1.23 -1.87 0.27
C -3.06 -1.51 0.87
C -0.66 -3.09 1.73
C -1.52 -3.86 2.52
C -1.04 -4.57 3.61
C 0.31 -4.51 3.94
C 1.18 -3.77 3.14
C 0.71 -3.08 2.03
As 1.83 -2.06 0.77
C 3.59 -2.63 1.57
C 1.94 -3.51 -0.55
H -2.53 -3.91 -0.52
H -0.92 -3.92 -1.26
H -2.16 -2.81 -1.88
H -3.42 -2.26 1.58
H -3.69 -1.52 -0.01
H -3.15 -0.52 1.32
H -2.57 -3.92 2.29
H -1.71 -5.16 4.22
H 0.69 -5.03 4.80
H 2.22 -3.74 3.41
H 3.58 -3.71 1.76
H 3.80 -2.10 2.49
H 4.38 -2.42 0.85
H 1.98 -4.48 -0.05
H 2.83 -3.36 -1.15
H 1.09 -3.46 -1.22
C -5.65 -0.16 -1.48
S -4.84 1.20 -0.56
C -3.90 1.86 -1.88
C -2.70 1.39 -2.30
S -1.80 0.06 -1.66
S -2.09 2.22 -3.74
C -3.42 3.28 -4.02
S -3.50 4.36 -5.26
S -4.65 3.15 -2.80
H -6.23 -0.74 -0.77
H -4.87 -0.77 -1.93
H -6.29 0.26 -2.25
```

As for the HOMO-LUMO gap (alpha / beta): 0.21395 / 0.21646 hartree. The total charge is -1. As for the molar mass: 855.80 u. Its spin multiplicity is 5.

---

A structure of composition C19H57F3MgO26S5 in a non-equilibrium geometry. Source: OMol25; level of theory: ωB97M-V/def2-TZVPD.

```
111
Properties=species:S:1:pos:R:3
Mg -13.70 8.74 13.49
C -10.83 5.82 15.54
F -11.29 4.54 15.40
F -11.53 6.46 16.44
F -9.55 5.74 16.05
S -10.93 6.67 13.81
O -10.86 5.64 12.74
O -12.09 7.63 13.79
O -9.66 7.49 13.82
C -12.71 8.92 9.12
C -13.34 9.50 10.46
C -14.62 10.35 10.11
O -13.59 8.57 11.47
H -12.42 9.80 8.55
H -13.19 8.36 8.32
H -11.74 8.51 9.37
H -12.63 10.11 11.02
H -15.47 9.75 9.80
H -14.40 11.19 9.45
H -14.89 10.90 11.02
O -7.39 12.26 10.79
S -8.80 12.52 10.95
O -9.52 13.55 10.13
O -9.66 11.11 10.67
C -9.40 9.93 11.40
C -9.20 8.62 10.59
C -9.14 12.90 12.69
H -10.21 9.73 12.09
H -8.55 10.01 12.07
H -8.13 8.46 10.71
H -9.44 8.81 9.54
H -9.60 7.70 11.02
H -10.22 12.91 12.81
H -8.70 13.89 12.78
H -8.63 12.06 13.17
O -9.26 3.49 22.86
S -10.70 3.38 22.90
O -11.58 4.45 23.33
O -11.15 2.96 21.36
C -11.68 3.93 20.43
C -10.65 4.88 19.69
C -11.20 1.78 23.86
H -12.47 4.52 20.90
H -12.39 3.51 19.71
H -10.32 4.38 18.79
H -9.84 5.10 20.39
H -11.07 5.80 19.30
H -12.27 1.76 23.65
H -11.06 1.97 24.92
H -10.70 0.95 23.36
O -13.36 4.40 13.18
S -13.17 2.92 13.14
O -11.90 2.37 12.69
O -13.44 2.35 14.73
C -13.51 0.97 15.09
C -12.96 1.00 16.57
C -14.65 2.01 12.37
H -12.76 0.39 14.56
H -14.50 0.52 15.16
H -13.20 0.13 17.18
H -13.34 1.76 17.26
H -11.89 1.19 16.53
H -15.57 2.41 12.80
H -14.64 0.95 12.65
H -14.58 2.23 11.30
O -5.27 3.41 16.61
S -5.83 2.19 16.05
O -5.42 0.85 16.55
O -7.51 2.21 16.25
C -8.33 1.16 15.83
C -9.39 1.64 14.83
C -5.78 2.23 14.18
H -8.80 0.63 16.67
H -7.84 0.41 15.21
H -9.59 2.59 15.32
H -10.34 1.12 14.70
H -9.12 1.99 13.83
H -6.09 1.24 13.83
H -4.80 2.56 13.83
H -6.54 2.99 13.96
O -7.84 4.38 11.60
H -8.16 3.61 11.12
H -8.62 4.72 12.04
O -12.27 5.45 10.34
H -12.06 6.36 10.10
H -12.11 5.41 11.28
O -14.13 4.72 16.60
H -13.62 4.57 15.80
H -13.65 5.40 17.07
O -12.55 10.35 13.52
H -12.73 11.20 13.11
H -11.79 10.51 14.08
O -15.02 7.12 13.66
H -15.10 6.47 12.97
H -15.82 7.03 14.18
O -10.44 10.77 15.04
H -10.52 9.85 15.29
H -9.62 11.06 15.45
O -13.84 8.81 15.51
H -14.33 8.28 16.14
H -13.05 9.07 15.99
C -7.82 7.26 19.24
C -6.74 7.93 18.42
O -7.19 9.21 18.20
C -8.23 9.46 18.93
O -8.91 10.53 18.80
O -8.61 8.40 19.64
H -7.30 6.74 20.04
H -8.34 6.52 18.64
H -6.58 7.35 17.51
H -5.78 7.87 18.93
```

As for the HOMO-LUMO gap: 0.25166 hartree. As for the molar mass: 943.27 u.

---

A structure of composition C2H6InO13PS2 in a non-equilibrium geometry. Source: OMol25; level of theory: ωB97M-V/def2-TZVPD.

```
25
Properties=species:S:1:pos:R:3
In -6.67 15.23 17.21
P -8.54 12.43 16.06
O -9.06 12.40 14.58
O -7.00 12.68 15.87
O -8.66 11.10 16.85
O -9.10 13.52 16.97
S -6.51 12.69 19.80
O -7.02 11.34 19.55
O -7.56 13.67 19.53
O -5.86 12.96 21.09
O -5.52 12.97 18.79
S -7.50 16.12 13.86
O -8.11 15.39 12.78
O -8.39 15.99 14.99
O -6.30 15.47 14.31
O -7.42 17.57 13.53
C -4.93 18.98 15.42
C -6.12 19.18 16.27
O -6.85 18.02 16.27
H -4.28 19.85 15.45
H -5.05 18.90 14.34
H -4.31 18.19 15.84
H -6.71 20.07 16.05
H -5.76 19.20 17.30
H -7.13 18.07 15.35
```

As for the HOMO-LUMO gap: 0.14437 hartree. The total charge is -4. As for the molar mass: 447.98 u.

---

A structure of composition C14H21ClSiW in a non-equilibrium geometry. Source: OMol25; level of theory: ωB97M-V/def2-TZVPD.

```
38
Properties=species:S:1:pos:R:3
C 2.06 -2.72 1.45
C 2.13 -2.76 0.04
C 0.80 -2.75 -0.46
H 3.03 -2.79 -0.55
C -0.08 -2.67 0.64
C 0.70 -2.66 1.82
H 0.33 -2.56 2.83
H 2.90 -2.67 2.12
H 0.52 -2.73 -1.50
H -1.15 -2.61 0.59
W 1.19 -0.71 0.58
Cl 1.89 0.51 2.30
C 1.29 2.20 -4.15
C 0.08 1.57 -4.49
C 0.39 0.35 -5.13
H -0.92 1.95 -4.29
C 1.79 0.23 -5.18
C 2.35 1.37 -4.58
H 3.41 1.58 -4.47
H 1.40 3.15 -3.65
H -0.33 -0.37 -5.51
H 2.34 -0.60 -5.62
C -1.27 -0.42 3.52
Si -1.45 0.89 2.19
C -3.29 1.13 1.97
C -0.79 2.51 2.87
C -0.67 0.43 0.50
H -1.80 -0.09 4.44
H -0.20 -0.57 3.77
H -1.72 -1.38 3.17
H -3.73 1.42 2.95
H -3.47 1.94 1.23
H -3.74 0.18 1.62
H 0.29 2.46 3.09
H -0.97 3.31 2.14
H -1.32 2.75 3.82
H -1.40 -0.23 -0.01
H -0.56 1.36 -0.10
```

As for the HOMO-LUMO gap (alpha / beta): 0.09140 / 0.10197 hartree. As for the molar mass: 436.70 u. Its spin multiplicity is 3.

---

An isolated molecule of C2H2Cl3P in a non-equilibrium geometry. Source: OMol25; level of theory: ωB97M-V/def2-TZVPD.

```
8
Properties=species:S:1:pos:R:3
C 0.05 0.64 -1.75
C -0.94 1.23 -1.15
P 1.62 -1.39 1.38
Cl 1.14 -0.41 -0.87
Cl 0.14 -2.70 1.48
Cl -1.31 1.09 0.58
H -1.65 1.86 -1.66
H 0.95 -0.32 2.01
```

As for the HOMO-LUMO gap (alpha / beta): 0.30150 / 0.26979 hartree. As for the molar mass: 163.37 u. Its spin multiplicity is 3.

---

The ion C9H15N2O3 with charge +1. Source: OMol25; level of theory: ωB97M-V/def2-TZVPD.

```
29
Properties=species:S:1:pos:R:3
C -2.82 -1.01 -0.12
O -2.34 0.18 -0.76
C -2.23 1.27 0.06
N -1.23 1.05 1.16
N -1.71 1.13 2.40
C -0.85 0.93 3.37
C 0.51 0.67 3.17
C 0.96 0.62 1.88
C 0.04 0.82 0.84
O 0.43 0.86 -0.42
C 0.81 -0.41 -1.02
C 2.05 -0.17 -1.86
C 2.16 -1.15 -3.01
O 3.21 -0.16 -1.03
H -3.82 -1.25 -0.47
H -2.84 -0.93 0.96
H -2.16 -1.83 -0.40
H -1.84 2.09 -0.54
H -3.16 1.59 0.51
H -1.24 0.98 4.38
H 1.18 0.53 4.00
H 2.00 0.44 1.64
H 0.00 -0.74 -1.67
H 1.01 -1.16 -0.25
H 1.98 0.83 -2.28
H 2.17 -2.19 -2.67
H 1.34 -1.02 -3.71
H 3.08 -0.96 -3.55
H 3.28 -1.03 -0.62
```

As for the HOMO-LUMO gap: 0.33436 hartree. Its SMILES is COC[n+]1ncccc1OC[C@H](C)O. The total charge is +1. As for the molar mass: 199.23 u.

---

A structure of composition C3H2LuO3 in a non-equilibrium geometry. Source: OMol25; level of theory: ωB97M-V/def2-TZVPD.

```
9
Properties=species:S:1:pos:R:3
O -1.29 0.32 0.31
C -1.43 -1.03 0.15
C -0.55 -1.86 -0.17
O 0.87 -0.04 0.16
C -0.06 0.78 0.16
O 0.04 1.96 -0.34
Lu 3.41 0.29 0.58
H -0.19 -2.83 -0.46
H -0.81 2.43 -0.39
```

As for the HOMO-LUMO gap (alpha / beta): 0.23587 / 0.20207 hartree. The total charge is +2. As for the molar mass: 261.01 u. Its spin multiplicity is 2.

---

In Eh, the E_tot values for the records above are, in order, -2434.823482; -1097.721628; -1244.842472; -9797.509147; -5204.902983; -2385.423392; -1362.638077; -1799.165940; -686.869383; -1575.863229.